DFT (ωB97M-V/def2-TZVPD) results for an isolated ion of composition C9H15N6 and charge +1 at a distorted geometry.

Positions of all 30 atoms, in Å:
1 C -0.40626 3.45381 -0.85690
2 C -1.21729 2.55217 -1.56751
3 C 0.13489 2.68575 0.15463
4 C 1.63845 -0.85565 -0.90191
5 C -0.78909 -1.66601 -0.82558
6 C 0.35440 -1.29038 -1.73126
7 C 0.14531 0.19931 0.62705
8 C -0.00643 -0.67814 3.11783
9 C -0.25920 0.50843 2.21213
10 N -0.98015 1.28145 -1.16541
11 N 1.44159 -0.28865 0.23289
12 N -0.19951 1.41679 -0.11594
13 N -0.96316 -0.85377 0.19223
14 N 2.85429 -1.27826 -1.20705
15 N -1.54102 -2.64999 -1.22173
16 H -0.22421 4.48084 -0.84619
17 H -1.88919 2.66306 -2.38129
18 H 0.74969 3.06491 0.86444
19 H 0.02062 -0.27315 -2.10270
20 H 0.74629 -2.10255 -2.33237
21 H -0.37424 -1.68832 2.70640
22 H -0.51678 -0.58692 4.01456
23 H 1.11471 -0.81231 3.42751
24 H 0.26510 1.40318 2.47205
25 H -1.24784 0.77869 1.94660
26 H -1.81920 -0.51078 0.57924
27 H 2.99784 -1.82413 -2.08632
28 H 3.47592 -1.17946 -0.47393
29 H -1.14188 -3.09420 -2.04889
30 H -2.36365 -2.85570 -0.68258

Output
Structure (SMILES): CC[C@@]1(n2cccn2)N=C(N)CC(=[NH2+])N1
Charge: +1

For each atom in turn, the natural (NBO) charge in e is: -0.306, -0.030, -0.033, 0.517, 0.587, -0.590, 0.501, -0.631, -0.374, -0.335, -0.574, -0.214, -0.577, -0.766, -0.709, 0.243, 0.222, 0.229, 0.338, 0.237, 0.213, 0.232, 0.241, 0.233, 0.195, 0.434, 0.416, 0.426, 0.439, 0.436

=====

DFT (ωB97M-V/def2-TZVPD) results for C13H26BeFO10 as an isolated structure at a distorted geometry.

Positions of all 51 atoms, in Å:
1 Be -2.60933 -0.66771 -1.64664
2 F -0.16353 0.87113 0.61878
3 C 3.06016 -1.21860 5.92763
4 C 3.87856 -2.30089 6.53856
5 C 3.76626 -3.45272 5.51082
6 O 2.54567 -3.25628 4.87415
7 C 1.86997 -2.03493 5.27670
8 H 3.67600 -0.51463 5.36791
9 H 2.61876 -0.57610 6.68951
10 H 3.49771 -2.62482 7.50712
11 H 4.89897 -1.93681 6.65827
12 H 3.72918 -4.40277 6.04387
13 H 4.54345 -3.52788 4.75028
14 H 1.04287 -2.13560 5.97944
15 H 1.42078 -1.47470 4.45665
16 C -1.78093 2.70427 -7.10936
17 O -0.48775 2.95281 -6.61477
18 C -0.09404 2.40183 -5.40194
19 O -0.69589 1.65712 -4.64103
20 O 1.12916 2.87701 -5.20656
21 C 1.88670 2.48422 -4.02713
22 H -2.10852 3.46718 -7.81558
23 H -2.50705 2.75622 -6.29808
24 H -1.80620 1.73044 -7.59836
25 H 2.64118 3.23276 -3.78510
26 H 2.56270 1.70142 -4.37114
27 H 1.27998 2.35452 -3.13094
28 C -8.07498 1.26436 1.85885
29 O -7.15957 2.04176 2.58511
30 C -5.81048 1.84354 2.42694
31 O -5.26355 1.17127 1.55236
32 O -5.16832 2.56193 3.36994
33 C -3.76697 2.66548 3.42963
34 H -8.00932 0.19815 2.07560
35 H -7.80114 1.39149 0.81150
36 H -9.11315 1.54878 2.03042
37 H -3.59127 3.12983 4.40000
38 H -3.35876 3.24720 2.60314
39 H -3.18938 1.74121 3.41577
40 C 3.31006 -1.57684 -0.99530
41 O 3.67062 -1.90320 -2.29298
42 C 2.67662 -2.16272 -3.21376
43 O 1.45726 -2.11244 -2.94871
44 O 3.18560 -2.37199 -4.42065
45 C 2.28199 -2.39325 -5.61318
46 H 2.98624 -0.54782 -0.83925
47 H 4.19538 -1.67002 -0.36630
48 H 2.49199 -2.17452 -0.59324
49 H 1.62754 -3.25478 -5.74570
50 H 2.97079 -2.20373 -6.43642
51 H 1.65795 -1.50020 -5.64684

Output
Charge: +1

For each atom in turn, the natural (NBO) charge in e is: 1.069, -0.357, -0.436, -0.440, -0.076, -0.406, -0.084, 0.224, 0.222, 0.218, 0.231, 0.211, 0.207, 0.207, 0.211, -0.255, -0.498, 1.002, -0.678, -0.490, -0.271, 0.208, 0.184, 0.184, 0.207, 0.198, 0.210, -0.253, -0.495, 1.003, -0.677, -0.490, -0.255, 0.184, 0.185, 0.211, 0.207, 0.189, 0.189, -0.257, -0.493, 0.999, -0.687, -0.493, -0.255, 0.183, 0.200, 0.192, 0.206, 0.212, 0.194

=====

Ordered relative energy (zero: lowest compared OMol25 entry of this formula, charge and spin) results: 10.6 172.6; unit kcal per mole.
Ordered LUMO level results: -2.793 -10.219; unit eV.
Ordered HOMO energy results: -12.5 -12.0; unit eV.